Record 1
DFT (ωB97M-V/def2-TZVPD) results for a molecular structure, C4H24O10Sr at a distorted geometry.

The value obtained for the HOMO-LUMO gap (alpha / beta) is 2.9 / 10.1 eV. As for the total charge: +1. The calculation puts the LUMO energy (alpha / beta) at -2.785 / -2.949 eV. The highest occupied orbital energy (alpha / beta) comes out at -5.6368 / -13.0714 eV. Its energy is -25842.8713 eV. As for the multiplicity: 2.

Each line ends with the Mulliken charge.
Element x y z (Å)
Sr  -0.6353  0.3561  0.6558  -0.481
O  -3.3851  0.9263  0.4209  0.147
H  -3.8771  1.0855  -0.3845  0.100
H  -4.0565  0.7960  1.0905  0.064
O  -1.1333  2.1057  -0.9623  -0.452
H  -0.5618  2.7589  -1.3659  0.190
H  -1.9070  2.0831  -1.5254  0.214
O  -2.0037  -0.2668  2.9192  -0.176
H  -2.8833  -0.5668  2.6903  0.144
H  -2.1262  0.2512  3.7147  0.195
O  -2.2731  -1.8166  0.3221  -0.092
H  -2.2745  -2.5840  -0.2500  0.136
H  -3.1991  -1.6092  0.4476  0.173
O  -0.5119  2.4294  2.1958  -0.389
H  -1.2755  2.6400  2.7331  0.208
H  -0.0769  3.2706  2.0568  0.228
O  1.5540  1.7405  0.1962  -0.252
H  2.0829  1.6636  0.9902  0.207
H  2.1181  2.2022  -0.4241  0.188
C  1.0241  -0.6350  -2.7825  -0.332
C  1.1419  0.3414  -4.0335  -0.428
O  2.4613  0.8137  -4.2684  -0.523
O  -0.1735  -0.5012  -1.9851  0.110
H  1.7904  -0.2371  -2.1173  0.185
H  1.3241  -1.6662  -2.9685  0.445
H  0.5686  1.2608  -3.9143  0.215
H  0.5199  -0.1426  -4.7864  0.303
H  2.4864  1.4500  -4.9868  0.329
H  -0.8253  -1.0074  -2.4755  0.117
C  1.9194  -2.0883  1.2626  -0.432
C  1.5859  -1.6932  2.7420  -0.475
O  1.1443  -0.3098  2.7337  -0.290
O  0.8576  -1.9252  0.3379  -0.274
H  2.0971  -3.1637  1.2706  0.394
H  2.7512  -1.4661  0.9322  0.231
H  2.4848  -1.8051  3.3482  0.438
H  0.6872  -2.2171  3.0676  0.212
H  1.6577  0.1939  3.3696  0.231
H  0.9222  -2.6675  -0.2674  0.192

Forces on atoms 1 to 3 (eV/Å):
Sr -0.5124 -0.9193 0.2901
O 1.3114 0.0145 -0.0084
H -0.4265 0.0934 -0.7280



Record 2
DFT (ωB97M-V/def2-TZVPD) results for 8 unconnected molecules or ions with the total composition C4H25NO7.

The value obtained for the HOMO-LUMO gap is 9.0 eV. As for the total charge: 0. The calculation puts the LUMO energy at 0.020 eV. The highest occupied orbital energy comes out at -8.9578 eV. Its energy is -20377.3844 eV. As for the SMILES: CCNCC.O.O.O.O.O.O.O.

Each line ends with the Mulliken charge.
Element x y z (Å)
C  0.3168  -0.0006  2.6885  -1.010
C  -1.0235  -0.4492  2.1273  -0.451
N  -0.8655  -0.8520  0.7328  0.364
C  -2.0519  -1.5515  0.2076  -0.506
C  -1.8237  -1.9056  -1.2496  -1.072
H  1.0416  -0.8185  2.6490  0.228
H  0.2083  0.3799  3.7107  0.391
H  0.7468  0.8341  2.1354  0.137
H  -1.3705  -1.3142  2.7060  0.355
H  -1.7906  0.3351  2.2424  0.369
H  -0.6520  -0.0373  0.1742  -0.210
H  -2.1704  -2.4542  0.8082  0.407
H  -2.9526  -0.9300  0.2920  0.360
H  -1.6949  -1.0165  -1.8782  0.180
H  -0.9575  -2.5571  -1.3646  0.257
H  -2.6896  -2.4369  -1.6466  0.400
O  0.7733  3.1883  -0.1163  -0.736
H  0.4171  3.2818  0.7607  0.316
H  1.6212  2.6876  -0.0083  0.430
O  2.9154  -1.4399  -0.0578  -0.675
H  3.1919  -0.8334  0.6380  0.352
H  2.2826  -0.9022  -0.5665  0.387
O  -3.1934  1.8323  -1.2463  -0.650
H  -3.4238  2.7623  -1.2435  0.284
H  -2.2359  1.7515  -1.4093  0.408
O  -0.5032  1.8213  -1.8987  -0.826
H  -0.1051  2.4331  -1.2115  0.442
H  -0.4453  2.2755  -2.7466  0.277
O  1.6250  0.0939  -1.9683  -0.851
H  0.7857  0.6226  -2.0031  0.383
H  1.4479  -0.7140  -2.4690  0.323
O  2.9326  1.5761  -0.0588  -0.718
H  3.6866  2.0573  -0.4051  0.303
H  2.6442  0.9865  -0.7919  0.436
O  1.0763  -3.2741  0.9383  -0.720
H  0.3621  -2.6136  0.9219  0.234
H  1.8740  -2.8184  0.6072  0.400

Forces on atoms 1 to 3 (eV/Å):
C 0.0028 0.2623 0.2926
C 0.1942 0.1008 -0.0050
N -0.3724 -0.5897 0.3813



Record 3
DFT (ωB97M-V/def2-TZVPD) results for 9 unconnected molecules or ions with the total composition C4H25NO9S at a distorted geometry.

The value obtained for the HOMO-LUMO gap is 9.3 eV. As for the total charge: 0. The calculation puts the LUMO energy at 0.191 eV. The highest occupied orbital energy comes out at -9.0718 eV. Its energy is -35304.3865 eV. As for the SMILES: CC(=O)NCCS.O.O.O.O.O.O.O.O.

Each line ends with the Mulliken charge.
Element x y z (Å)
C  3.1319  0.8105  0.5797  -1.552
C  1.7090  0.8121  0.7646  1.036
O  0.8741  1.5594  0.2727  -0.791
N  1.1300  0.0383  1.7217  0.107
C  -0.3007  0.2951  1.9535  -0.360
C  -0.5136  0.0342  3.4609  -0.789
S  -0.3419  1.7167  4.2110  -0.228
H  3.5716  1.7406  1.0511  0.287
H  3.7610  0.1095  1.0486  0.467
H  3.6728  0.5799  -0.3295  0.350
H  1.6444  -0.6622  2.2788  0.242
H  -0.6574  1.2519  1.5561  0.443
H  -0.9705  -0.4439  1.3251  -0.211
H  -0.0943  -0.8308  3.8051  0.568
H  -1.5949  -0.3095  3.5668  0.346
H  -0.0372  2.5839  3.2727  0.115
O  -2.7514  1.3775  -1.8906  -0.583
H  -2.8396  2.3087  -1.6129  0.267
H  -2.8332  1.2801  -2.8150  0.302
O  2.1545  -2.8426  1.7440  -0.627
H  1.8212  -2.9761  0.7952  0.318
H  1.6046  -3.4759  2.2081  0.299
O  1.8149  0.2879  -2.5173  -0.643
H  1.1096  0.9118  -2.3527  0.236
H  2.4825  0.9617  -2.6833  0.314
O  -2.0614  -2.1670  -1.0335  -0.661
H  -2.1422  -2.4431  -1.9259  0.273
H  -2.7395  -1.6976  -0.7284  0.402
O  -3.6960  -0.3580  -0.1778  -0.831
H  -3.4815  0.2091  -1.0380  0.504
H  -3.1964  -0.1122  0.5613  0.268
O  0.9732  -1.8651  -0.6221  -0.574
H  1.4984  -1.7871  -1.4341  0.266
H  0.0643  -1.9236  -0.9002  0.307
O  -1.7316  -0.6577  -2.9388  -0.606
H  -1.4115  -0.7052  -3.8123  0.259
H  -0.9888  -0.4519  -2.4613  0.348
O  0.5703  2.5567  -1.9955  -0.832
H  -0.1677  1.8906  -1.8995  0.389
H  0.9629  2.3933  -1.0082  0.572

Forces on atoms 1 to 3 (eV/Å):
C 3.5637 1.5405 0.2592
C -2.6553 -1.8070 2.2470
O 0.8055 1.8887 -2.0618



Record 4
DFT (ωB97M-V/def2-TZVPD) results for 9 unconnected molecules or ions with the total composition C4H26N8O9 at a distorted geometry.

The value obtained for the HOMO-LUMO gap is 10.0 eV. As for the total charge: 0. The calculation puts the LUMO energy at 0.230 eV. The highest occupied orbital energy comes out at -9.7860 eV. Its energy is -34923.3182 eV. As for the SMILES: NC(N)=O.NC(N)=O.NC(N)=O.NC(N)=O.O.O.O.O.O.

Each line ends with the Mulliken charge.
Element x y z (Å)
N  0.2271  -0.2871  3.8123  -0.441
C  0.8958  0.7589  3.1645  0.620
N  0.2722  2.0117  3.1630  -0.539
O  2.0395  0.6297  2.7137  -0.762
H  0.6229  -1.2190  3.7197  0.280
H  -0.7889  -0.2607  3.7774  0.311
H  0.3978  2.4722  2.2580  0.242
H  -0.7027  1.9120  3.4067  0.325
N  -2.0152  -0.1200  0.8959  -0.079
C  -2.7670  -0.4426  1.9351  0.533
N  -3.9438  -0.9577  1.6139  -0.375
O  -2.5034  -0.1103  3.1001  -0.803
H  -1.0333  0.0536  1.0365  0.085
H  -2.2246  -0.5030  -0.0076  0.307
H  -4.5220  -1.3303  2.3149  0.228
H  -3.9755  -1.2855  0.6257  0.191
N  -0.3200  -2.3513  -2.7594  -0.502
C  0.3765  -2.2794  -1.5307  0.534
N  -0.2118  -3.0649  -0.5589  -0.298
O  1.4534  -1.7088  -1.4311  -0.692
H  -0.1092  -1.6000  -3.4989  0.288
H  -1.3061  -2.5311  -2.6327  0.232
H  -0.9423  -3.6614  -0.7377  0.162
H  0.1759  -3.1176  0.3505  0.155
N  2.8128  2.0557  0.6152  -0.411
C  1.9111  2.8007  0.0005  0.585
N  2.3738  3.8936  -0.7319  -0.586
O  0.6784  2.6342  0.0911  -0.701
H  2.4314  1.4540  1.3403  0.363
H  3.6412  2.5542  0.9651  0.248
H  1.5590  4.4917  -0.9767  0.300
H  3.0612  4.4294  -0.2114  0.257
O  -1.7540  0.7981  -2.1774  -0.703
H  -1.5139  1.5405  -1.6099  0.288
H  -0.8853  0.5904  -2.6065  0.397
O  0.3874  0.7623  -3.6104  -0.702
H  0.6323  1.1422  -4.4803  0.284
H  1.2577  0.5962  -3.1629  0.366
O  2.7654  -0.4198  -3.2387  -0.672
H  2.4114  -0.9333  -2.5049  0.543
H  3.6366  -0.0341  -3.1495  0.283
O  -3.7445  -1.1043  -1.2974  -0.650
H  -3.1768  -0.3980  -1.6185  0.296
H  -3.8486  -1.6433  -2.0642  0.281
O  1.9535  -2.4628  2.0655  -0.681
H  2.1413  -2.1342  1.1029  0.330
H  2.1734  -1.6203  2.5291  0.285

Forces on atoms 1 to 3 (eV/Å):
N 0.7769 1.1595 -0.7571
C -0.3586 -0.5149 1.0487
N -0.0222 -1.3862 -0.3532



Record 5
DFT (ωB97M-V/def2-TZVPD) results for 9 unconnected molecules or ions with the total composition C4H26O8 at a distorted geometry.

The value obtained for the HOMO-LUMO gap is 11.0 eV. As for the total charge: 0. The calculation puts the LUMO energy at 0.183 eV. The highest occupied orbital energy comes out at -10.7859 eV. Its energy is -20948.9474 eV. As for the SMILES: CC(C)C.O.O.O.O.O.O.O.O.

Each line ends with the Mulliken charge.
Element x y z (Å)
C  -2.4370  -0.5054  -1.9298  -1.546
C  -0.9872  -0.1022  -2.1740  0.913
C  -0.6238  1.2833  -1.5902  -1.598
C  0.0051  -1.1340  -1.6315  -0.489
H  -2.4004  -1.5900  -1.9459  0.353
H  -3.0335  -0.2846  -1.0132  0.251
H  -3.1359  -0.1670  -2.7180  0.399
H  -0.9406  -0.1049  -3.2845  0.388
H  -0.1801  1.8741  -2.3589  0.348
H  0.1069  1.2401  -0.7753  0.451
H  -1.4970  1.7761  -1.1260  0.437
H  1.0567  -1.2029  -1.8504  0.329
H  0.0131  -1.0153  -0.5618  -0.486
H  -0.3393  -2.2004  -1.8226  0.263
O  2.7318  -1.7094  1.9655  -0.626
H  2.6333  -2.6637  2.1074  0.278
H  2.3357  -1.4729  2.8208  0.323
O  -2.8961  -1.3423  2.8710  -0.611
H  -2.5124  -0.4928  2.6411  0.301
H  -3.7417  -1.5072  2.4370  0.301
O  3.4206  0.9728  -0.5194  -0.636
H  2.7303  0.4533  -0.9743  0.314
H  3.2436  1.7709  -1.0424  0.323
O  1.8456  0.5316  2.9282  -0.792
H  0.9930  0.4519  2.4579  0.434
H  2.3872  0.2692  2.1564  0.415
O  -0.6422  0.1744  1.6287  -0.707
H  -0.9729  1.0518  1.9295  0.312
H  -0.9157  0.1774  0.6933  0.277
O  0.0295  2.6674  2.1801  -0.637
H  0.8938  2.3488  2.5010  0.350
H  0.2345  3.5531  1.8624  0.281
O  -0.4556  -2.5490  0.9868  -0.626
H  -0.1672  -1.6476  1.1963  0.389
H  -1.1424  -2.7651  1.6258  0.331
O  1.8760  1.3141  -3.1914  -0.658
H  1.1642  1.8777  -2.8303  0.331
H  1.3201  0.6683  -3.6494  0.323

Forces on atoms 1 to 3 (eV/Å):
C -1.2778 -0.8049 0.1542
C 0.6867 0.5470 -0.3763
C -0.7526 -0.3094 0.7362



Record 6
DFT (ωB97M-V/def2-TZVPD) results for 8 unconnected molecules or ions with the total composition C4H27N3O7 at a distorted geometry.

The value obtained for the HOMO-LUMO gap is 9.3 eV. As for the total charge: 0. The calculation puts the LUMO energy at 0.094 eV. The highest occupied orbital energy comes out at -9.1842 eV. Its energy is -23387.2698 eV. As for the SMILES: NCC[C@H](N)CN.O.O.O.O.O.O.O.

Each line ends with the Mulliken charge.
Element x y z (Å)
N  -0.3093  0.3218  1.6780  -0.424
C  0.6017  -0.8222  1.6659  -0.733
C  1.8362  -0.4110  0.8179  -0.583
C  1.5374  0.0556  -0.6909  -0.009
N  0.4445  -0.7908  -1.1641  -0.341
C  2.8124  -0.4927  -1.6000  -0.712
N  2.3878  -0.0177  -2.9988  -0.518
H  -0.9137  0.2456  0.8875  0.088
H  0.0574  1.2775  1.4109  0.275
H  0.1378  -1.7714  1.3914  0.287
H  1.1262  -0.9009  2.6348  0.477
H  2.3797  0.4151  1.2802  0.358
H  2.3731  -1.3801  0.6136  0.324
H  1.4860  1.1236  -0.8347  0.232
H  -0.3859  -0.7523  -0.4958  0.010
H  0.1646  -0.1967  -1.9456  0.308
H  3.8811  -0.2165  -1.5242  0.326
H  2.7366  -1.5385  -1.6078  0.319
H  2.9611  0.7175  -3.3667  0.216
H  2.4042  -0.8222  -3.6265  0.190
O  -3.2638  -0.5476  -0.1523  -0.596
H  -3.0975  -1.1166  0.6217  0.329
H  -4.2341  -0.3941  -0.1563  0.296
O  -1.8175  -0.0145  4.2057  -0.840
H  -2.3207  0.6101  3.6465  0.339
H  -1.0891  -0.2088  3.6329  0.423
O  -3.3248  -1.4093  2.4108  -0.683
H  -3.3055  -2.3667  2.2867  0.303
H  -2.8815  -1.1336  3.2324  0.399
O  -3.7097  0.8659  -2.4737  -0.625
H  -2.9848  1.0465  -1.8497  0.306
H  -3.1929  0.5202  -3.2510  0.312
O  -0.1801  3.1013  -1.3973  -0.574
H  -0.1575  2.7532  -2.2717  0.287
H  -0.7893  3.8279  -1.2616  0.289
O  2.2478  3.1104  1.3372  -0.587
H  1.8465  3.6650  1.9890  0.291
H  1.9696  3.6051  0.5667  0.302
O  1.0045  -3.7499  -1.2500  -0.722
H  0.1594  -3.3028  -1.3862  0.342
H  1.4021  -2.9055  -1.0045  0.320

Forces on atoms 1 to 3 (eV/Å):
N -0.9666 1.3750 0.0243
C 2.5748 2.3655 -0.0490
C -0.4713 -1.1869 -2.5949



- The highest energy belongs to which entry?
  C4H25NO7



- Which of these has the lowest energy?
  C4H25NO9S